[1]
Formula: C33H38F3GaN12OSSi2
Source: OMol25
Level of theory: the ωB97M-V functional and the def2-TZVPD basis

The energy above the lowest of the compared OMol25 structures with the same formula, charge and spin is 0.0 kJ/mol. Its lowest unoccupied orbital energy is 4.03 eV. As for the net charge: -2. The gap between HOMO and LUMO comes out at 6.38 eV. As for the energy: -141893.3013 eV. The HOMO energy is -2.350 eV.

Positions of all 91 atoms, in Å:
Ga1 -1.526 0.576 1.074
N1 -5.044 0.064 0.851
C1 -4.471 1.026 0.035
N2 -5.169 1.756 -0.807
N3 -4.242 2.567 -1.382
N4 -3.073 2.333 -0.905
N5 -3.175 1.340 0.023
C2 -4.287 -1.006 1.307
N6 -4.792 -2.170 1.661
N7 -3.699 -2.892 2.018
N8 -2.628 -2.189 1.883
N9 -2.972 -0.961 1.427
H1 -5.996 -0.165 0.618
C3 0.046 4.253 3.269
Si1 -1.236 3.591 2.056
C4 -1.972 5.068 1.162
C5 -2.656 2.894 3.085
N10 -0.668 2.411 0.931
C6 0.117 2.815 -0.129
C7 0.158 2.115 -1.356
C8 0.977 2.513 -2.401
C9 1.812 3.627 -2.296
C10 1.790 4.336 -1.099
C11 0.972 3.944 -0.051
H2 -0.447 4.536 4.207
H3 0.573 5.134 2.889
H4 0.784 3.479 3.489
H5 -2.328 5.812 1.886
H6 -2.825 4.721 0.569
H7 -1.272 5.556 0.479
H8 -3.416 3.672 3.204
H9 -2.322 2.568 4.072
H10 -3.158 2.038 2.623
H11 -0.481 1.252 -1.479
H12 0.957 1.941 -3.324
H13 2.441 3.938 -3.122
H14 2.428 5.205 -0.975
H15 1.018 4.503 0.873
F1 -0.052 1.144 3.600
C12 -0.821 0.161 3.018
F2 -0.034 -0.940 3.055
F3 -1.796 -0.074 3.956
C13 5.742 -0.291 -0.199
N11 4.999 0.500 0.776
C14 3.777 1.064 0.483
S1 2.532 1.145 1.569
N12 3.622 1.555 -0.782
C15 4.687 2.193 -1.537
H16 6.250 -1.096 0.330
H17 6.500 0.294 -0.721
H18 5.076 -0.737 -0.942
H19 4.961 0.108 1.703
H20 2.719 2.014 -0.869
H21 5.298 1.478 -2.087
H22 5.340 2.789 -0.892
H23 4.218 2.859 -2.258
O1 -0.549 -0.511 -0.066
Si2 -0.387 -2.038 -0.503
C16 0.864 -2.108 -1.923
C17 1.741 -1.047 -2.158
C18 2.710 -1.114 -3.154
C19 2.821 -2.254 -3.940
C20 1.956 -3.324 -3.725
C21 0.991 -3.247 -2.727
C22 -1.973 -2.734 -1.234
C23 -2.797 -1.815 -1.899
C24 -3.988 -2.210 -2.492
C25 -4.383 -3.541 -2.436
C26 -3.577 -4.471 -1.794
C27 -2.385 -4.069 -1.201
C28 0.387 -3.137 0.817
C29 1.752 -2.953 1.074
C30 2.419 -3.724 2.017
C31 1.734 -4.710 2.719
C32 0.376 -4.894 2.494
C33 -0.290 -4.107 1.561
H24 1.657 -0.159 -1.542
H25 3.377 -0.273 -3.317
H26 3.575 -2.311 -4.717
H27 2.035 -4.216 -4.338
H28 0.319 -4.087 -2.574
H29 -2.511 -0.767 -1.925
H30 -4.613 -1.475 -2.988
H31 -5.327 -3.848 -2.872
H32 -3.885 -5.509 -1.739
H33 -1.773 -4.811 -0.702
H34 2.297 -2.180 0.540
H35 3.472 -3.551 2.211
H36 2.253 -5.320 3.450
H37 -0.171 -5.640 3.061
H38 -1.363 -4.209 1.451

***

[2]
Formula: C33H38Ge2N3O2PdS2
Source: OMol25
Level of theory: the ωB97M-V functional and the def2-TZVPD basis

The energy above the lowest of the compared OMol25 structures with the same formula, charge and spin is 60.5 kJ/mol. Its lowest unoccupied orbital energy (spin up / spin down) is -2.81 / -5.42 eV. As for the net charge: +1. As for the expectation value of S²: 2.030. The gap between HOMO and LUMO (spin up / spin down) comes out at 7.75 / 5.17 eV. Its multiplicity is 3. As for the energy: -181579.5632 eV. The HOMO energy (spin up / spin down) is -10.556 / -10.593 eV.

Positions of all 81 atoms, in Å:
Pd1 0.360 0.110 0.263
C1 -0.672 4.715 1.583
C2 -0.052 3.518 0.863
Ge1 -1.068 1.809 1.129
C3 -2.784 1.789 0.104
C4 -3.824 2.725 0.723
C5 -1.521 1.648 3.024
C6 -1.140 0.533 3.660
Ge2 -0.176 -0.727 2.453
C7 1.772 -1.008 2.898
C8 2.130 -1.924 4.068
C9 -1.326 -2.284 1.914
C10 -1.416 -3.419 2.936
C11 -1.396 0.200 5.072
C12 -2.071 1.066 5.936
C13 -2.278 0.724 7.261
C14 -1.820 -0.490 7.757
C15 -1.156 -1.365 6.913
C16 -0.950 -1.019 5.588
H1 -0.043 5.600 1.469
H2 -0.773 4.515 2.650
H3 -1.658 4.956 1.186
H4 0.958 3.338 1.238
H5 0.030 3.699 -0.213
H6 -3.161 0.764 0.094
H7 -2.590 2.066 -0.933
H8 -4.049 2.438 1.751
H9 -4.755 2.692 0.155
H10 -3.475 3.758 0.732
H11 -2.083 2.428 3.533
H12 2.120 0.004 3.102
H13 2.248 -1.335 1.973
H14 1.677 -1.568 4.993
H15 3.211 -1.941 4.215
H16 1.800 -2.951 3.896
H17 -0.951 -2.649 0.957
H18 -2.317 -1.861 1.737
H19 -0.438 -3.857 3.146
H20 -2.060 -4.213 2.553
H21 -1.843 -3.073 3.876
H22 -2.437 2.017 5.571
H23 -2.803 1.410 7.913
H24 -1.979 -0.749 8.795
H25 -0.797 -2.316 7.286
H26 -0.435 -1.705 4.926
N1 1.802 -2.497 -2.764
C17 2.124 -3.455 -1.824
C18 2.790 -4.670 -1.918
C19 2.924 -5.394 -0.751
C20 2.409 -4.925 0.466
C21 1.747 -3.719 0.555
C22 1.608 -2.969 -0.612
N2 0.994 -1.749 -0.840
C23 1.135 -1.501 -2.128
C24 0.658 -0.293 -2.786
C25 0.937 0.115 -4.057
S1 0.234 1.641 -4.355
C26 -0.387 1.649 -2.757
N3 -0.108 0.592 -2.063
H27 2.025 -2.536 -3.743
H28 3.183 -5.031 -2.859
H29 3.434 -6.348 -0.776
H30 2.534 -5.533 1.352
H31 1.344 -3.362 1.493
H32 1.513 -0.378 -4.824
H33 -0.969 2.477 -2.380
O1 8.050 4.532 1.646
C27 7.084 3.976 2.391
O2 7.156 3.999 3.584
C28 5.920 3.334 1.686
C29 4.896 2.840 2.496
C30 3.791 2.228 1.948
C31 3.691 2.084 0.559
S2 2.345 1.350 -0.238
C32 4.717 2.583 -0.260
C33 5.814 3.204 0.300
H34 7.890 4.474 0.700
H35 4.992 2.954 3.567
H36 2.999 1.867 2.585
H37 4.636 2.476 -1.334
H38 6.581 3.574 -0.370

***

[3]
Formula: C33H38N3O4SSi2V
Source: OMol25
Level of theory: the ωB97M-V functional and the def2-TZVPD basis

Its lowest unoccupied orbital energy (spin up / spin down) is -4.14 / -3.82 eV. As for the net charge: +1. As for the expectation value of S²: 0.771. The gap between HOMO and LUMO (spin up / spin down) comes out at 6.72 / 7.25 eV. Its multiplicity is 2. As for the energy: -99772.4731 eV. The HOMO energy (spin up / spin down) is -10.856 / -11.064 eV.

Positions of all 82 atoms, in Å:
V1 0.111 -0.665 -0.169
O1 4.857 -0.075 3.711
C1 3.890 -0.019 4.611
O2 4.106 -0.015 5.791
C2 2.475 0.035 4.122
C3 1.424 0.162 4.998
N1 0.299 0.104 4.263
N2 0.524 -0.047 2.967
C4 1.847 -0.082 2.853
C5 2.447 -0.235 1.507
O3 3.636 -0.279 1.332
O4 1.560 -0.364 0.517
H1 4.535 -0.058 2.791
H2 1.436 0.286 6.067
H3 -0.646 0.205 4.596
S1 -3.255 -3.620 -0.540
C6 -2.296 -2.248 -0.842
N3 -1.282 -2.065 -0.039
C7 -1.214 -3.072 0.926
C8 -0.259 -3.204 1.935
C9 -0.337 -4.290 2.780
C10 -1.349 -5.245 2.640
C11 -2.308 -5.123 1.656
C12 -2.229 -4.029 0.803
H4 -2.547 -1.568 -1.645
H5 0.527 -2.467 2.051
H6 0.400 -4.410 3.563
H7 -1.375 -6.094 3.310
H8 -3.095 -5.857 1.546
C13 3.513 -1.531 -1.962
Si1 1.764 -1.948 -2.518
C14 1.806 -2.472 -4.332
C15 1.135 -3.478 -1.571
C16 0.548 -0.506 -2.168
Si2 1.062 1.131 -3.004
C17 1.579 0.790 -4.791
C18 2.517 1.928 -2.090
C19 -0.392 2.338 -3.130
H9 4.118 -2.440 -1.930
H10 3.561 -1.067 -0.980
H11 3.985 -0.850 -2.673
H12 2.069 -3.530 -4.397
H13 2.553 -1.909 -4.892
H14 0.843 -2.339 -4.829
H15 1.735 -4.346 -1.850
H16 0.098 -3.715 -1.823
H17 1.222 -3.376 -0.485
H18 -0.436 -0.770 -2.597
H19 2.635 0.520 -4.860
H20 1.435 1.689 -5.395
H21 1.001 -0.012 -5.253
H22 3.450 1.734 -2.622
H23 2.639 1.548 -1.074
H24 2.393 3.011 -2.037
H25 -1.200 1.924 -3.740
H26 -0.052 3.250 -3.627
H27 -0.805 2.625 -2.167
C20 -1.748 6.151 0.873
C21 -2.457 5.064 1.367
C22 -1.963 3.779 1.228
C23 -0.745 3.557 0.579
C24 -0.030 4.663 0.107
C25 -0.531 5.946 0.241
C26 -0.169 2.229 0.334
C27 -0.785 1.046 0.228
C28 -2.233 0.778 0.358
C29 -2.716 0.072 1.467
C30 -4.065 -0.212 1.598
C31 -4.962 0.202 0.620
C32 -4.495 0.893 -0.489
C33 -3.144 1.174 -0.624
H28 -2.135 7.154 0.997
H29 -3.406 5.221 1.864
H30 -2.517 2.948 1.642
H31 0.921 4.504 -0.388
H32 0.034 6.784 -0.147
H33 0.906 2.248 0.164
H34 -2.011 -0.245 2.226
H35 -4.418 -0.757 2.464
H36 -6.018 -0.006 0.729
H37 -5.185 1.224 -1.255
H38 -2.785 1.727 -1.485

***

[4]
Formula: C33H38N4O4SSiYb
Source: OMol25
Level of theory: the ωB97M-V functional and the def2-TZVPD basis

The energy above the lowest of the compared OMol25 structures with the same formula, charge and spin is 16.0 kJ/mol. Its lowest unoccupied orbital energy (spin up / spin down) is 2.55 / 2.55 eV. As for the net charge: -1. As for the expectation value of S²: 0.751. The gap between HOMO and LUMO (spin up / spin down) comes out at 7.11 / 7.11 eV. Its multiplicity is 2. As for the energy: -99238.8358 eV. The HOMO energy (spin up / spin down) is -4.563 / -4.563 eV.

Positions of all 82 atoms, in Å:
Yb1 -0.422 0.099 1.192
C1 1.219 -2.236 -1.969
C2 2.176 -2.243 -0.776
C3 3.241 -1.192 -0.946
C4 4.231 -1.374 -1.902
C5 5.201 -0.412 -2.123
C6 5.166 0.754 -1.383
C7 4.214 0.955 -0.393
C8 4.230 2.273 0.337
C9 5.355 2.384 1.371
C10 3.242 -0.036 -0.152
N1 2.278 0.166 0.841
C11 2.723 0.319 2.051
C12 1.963 0.853 3.105
C13 2.399 1.195 4.399
C14 1.348 1.868 4.997
C15 0.316 1.890 4.051
N2 0.671 1.293 2.912
H1 0.423 -2.962 -1.824
H2 1.744 -2.481 -2.891
H3 0.777 -1.248 -2.074
H4 2.638 -3.233 -0.683
H5 1.604 -2.043 0.132
H6 4.243 -2.291 -2.478
H7 5.966 -0.567 -2.875
H8 5.893 1.535 -1.569
H9 3.270 2.430 0.828
H10 4.371 3.068 -0.402
H11 5.270 1.611 2.131
H12 5.309 3.354 1.865
H13 6.331 2.283 0.896
H14 3.770 0.080 2.281
H15 3.368 0.977 4.813
H16 1.326 2.302 5.983
H17 -0.662 2.334 4.161
C16 0.083 -0.438 -5.760
Si1 -0.654 1.050 -4.794
C17 -2.005 1.884 -5.888
C18 0.729 2.321 -4.531
C19 -1.576 0.320 -3.312
C20 -2.701 -0.450 -3.542
C21 -3.415 -1.013 -2.490
C22 -2.945 -0.803 -1.207
N3 -1.850 -0.106 -0.945
C23 -1.168 0.462 -1.965
S1 0.206 1.355 -1.477
H18 0.511 -0.138 -6.713
H19 -0.667 -1.199 -5.961
H20 0.871 -0.907 -5.179
H21 -1.595 2.234 -6.831
H22 -2.442 2.740 -5.380
H23 -2.819 1.202 -6.121
H24 1.141 2.659 -5.477
H25 1.529 1.891 -3.942
H26 0.369 3.185 -3.985
H27 -3.039 -0.612 -4.558
H28 -4.304 -1.600 -2.667
H29 -3.463 -1.197 -0.342
C24 -0.675 -3.882 2.400
C25 -0.428 -2.506 1.786
O1 0.565 -1.847 2.164
O2 -1.200 -2.097 0.886
H30 -0.790 -3.772 3.474
H31 0.193 -4.511 2.212
H32 -1.567 -4.326 1.967
O3 -2.919 0.668 1.610
C26 -2.769 -0.047 2.628
O4 -1.652 -0.380 3.080
C27 -3.991 -0.517 3.373
C28 -3.854 -1.358 4.470
C29 -4.972 -1.751 5.181
C30 -6.229 -1.307 4.800
C31 -6.371 -0.490 3.689
C32 -5.252 -0.098 2.975
H33 -2.862 -1.683 4.743
H34 -4.865 -2.400 6.039
H35 -7.100 -1.597 5.371
H36 -7.353 -0.154 3.381
H37 -5.320 0.535 2.103
N4 -2.201 3.088 0.266
C33 -1.367 2.450 0.766
H38 -3.009 3.437 -0.205

***

[5]
Formula: C33H38N5
Source: OMol25
Level of theory: the ωB97M-V functional and the def2-TZVPD basis

The energy above the lowest of the compared OMol25 structures with the same formula, charge and spin is 37.9 kJ/mol. Its lowest unoccupied orbital energy is -4.62 eV. As for the net charge: +1. The gap between HOMO and LUMO comes out at 5.27 eV. As for the energy: -42281.8903 eV. The HOMO energy is -9.890 eV.

Positions of all 76 atoms, in Å:
C1 5.665 -1.148 3.152
C2 4.832 -2.249 2.892
C3 3.492 -2.054 2.562
C4 2.960 -0.736 2.483
C5 1.581 -0.450 2.172
C6 0.562 -1.320 1.822
N1 -0.534 -0.546 1.664
C7 -1.883 -0.970 1.309
C8 -2.730 -1.233 2.552
C9 -4.130 -1.778 2.258
C10 -4.996 -1.219 3.406
C11 -4.246 0.040 3.919
N2 -2.970 -0.027 3.278
N3 -0.231 0.753 1.959
N4 1.050 0.816 2.232
C12 3.803 0.358 2.753
C13 5.143 0.156 3.078
H1 6.714 -1.304 3.411
H2 5.237 -3.264 2.948
H3 2.837 -2.908 2.369
H4 0.601 -2.387 1.727
H5 -2.361 -0.170 0.726
H6 -1.776 -1.872 0.699
H7 -2.183 -1.959 3.193
H8 -4.456 -1.336 1.306
H9 -4.143 -2.870 2.177
H10 -6.012 -0.991 3.067
H11 -5.025 -1.960 4.216
H12 -4.776 0.966 3.629
H13 -4.192 0.053 5.027
H14 -2.213 0.597 3.520
H15 3.367 1.359 2.703
H16 5.777 1.021 3.273
C14 -5.449 5.976 2.532
C15 -6.286 4.700 2.661
C16 -7.696 4.963 2.111
C17 -5.681 3.516 1.899
C18 -6.356 4.360 4.139
N5 -7.526 4.359 4.808
C19 -7.345 3.985 6.134
C20 -5.978 3.740 6.329
C21 -5.590 3.257 7.578
C22 -6.548 3.148 8.602
C23 -7.911 3.409 8.373
C24 -8.328 3.829 7.101
C25 -5.304 4.003 5.039
C26 -3.950 3.889 4.722
C27 -2.886 3.734 5.670
C28 -2.820 4.495 6.868
C29 -1.821 4.265 7.801
C30 -0.873 3.257 7.600
C31 0.125 2.945 8.669
C32 -0.880 2.553 6.390
C33 -1.810 2.841 5.406
H17 -4.444 5.846 2.948
H18 -5.363 6.278 1.480
H19 -5.939 6.789 3.086
H20 -8.334 4.072 2.193
H21 -8.176 5.817 2.611
H22 -7.622 5.212 1.042
H23 -6.289 2.614 2.062
H24 -5.669 3.725 0.819
H25 -4.657 3.286 2.208
H26 -8.440 4.593 4.446
H27 -4.554 2.966 7.743
H28 -6.225 2.856 9.603
H29 -8.645 3.288 9.170
H30 -9.368 4.038 6.861
H31 -3.664 3.958 3.673
H32 -3.571 5.267 7.050
H33 -1.789 4.849 8.722
H34 0.828 2.175 8.336
H35 0.690 3.844 8.942
H36 -0.378 2.583 9.575
H37 -0.128 1.778 6.234
H38 -1.749 2.351 4.431

***

[6]
Formula: C33H39AsMnNO2PS3Se
Source: OMol25
Level of theory: the ωB97M-V functional and the def2-TZVPD basis

Its lowest unoccupied orbital energy (spin up / spin down) is -0.76 / -0.74 eV. As for the net charge: 0. As for the expectation value of S²: 0.912. The gap between HOMO and LUMO (spin up / spin down) comes out at 5.01 / 5.03 eV. Its multiplicity is 2. As for the energy: -239734.6083 eV. The HOMO energy (spin up / spin down) is -5.769 / -5.762 eV.

Positions of all 82 atoms, in Å:
Mn1 -0.668 0.910 -0.187
O1 -0.646 2.965 -0.404
C1 -0.864 2.552 0.742
C2 -1.018 2.906 2.101
C3 -1.400 4.151 2.631
C4 -1.636 4.266 3.984
C5 -1.471 3.173 4.832
C6 -1.045 1.948 4.329
C7 -0.818 1.807 2.975
P1 -0.250 0.335 2.051
C8 1.412 0.942 1.516
C9 1.883 0.467 0.286
C10 3.059 0.967 -0.260
C11 3.763 1.958 0.402
C12 3.297 2.441 1.619
C13 2.127 1.948 2.170
C14 0.115 -0.867 3.373
C15 -0.881 -1.760 3.764
C16 -0.644 -2.664 4.784
C17 0.592 -2.692 5.416
C18 1.592 -1.817 5.022
C19 1.356 -0.905 4.004
H1 -1.524 4.997 1.966
H2 -1.952 5.214 4.400
H3 -1.667 3.281 5.890
H4 -0.890 1.105 4.992
H5 1.385 -0.382 -0.188
H6 3.419 0.566 -1.200
H7 4.676 2.351 -0.025
H8 3.852 3.212 2.141
H9 1.764 2.337 3.115
H10 -1.829 -1.756 3.242
H11 -1.412 -3.371 5.068
H12 0.781 -3.406 6.207
H13 2.568 -1.855 5.488
H14 2.145 -0.236 3.691
C20 1.873 -2.857 -4.961
C21 1.358 -3.044 -3.536
S1 1.102 -1.482 -2.629
C22 -0.686 -1.509 -2.332
C23 -1.563 -1.181 -3.528
S2 -1.324 0.500 -4.195
C24 -0.680 0.183 -5.877
C25 0.722 -0.415 -5.926
S3 0.641 -2.230 -6.152
H15 2.154 -3.830 -5.367
H16 2.750 -2.210 -4.992
H17 2.081 -3.616 -2.953
H18 0.410 -3.580 -3.536
H19 -0.859 -0.806 -1.496
H20 -0.939 -2.488 -1.925
H21 -2.606 -1.257 -3.218
H22 -1.383 -1.867 -4.353
H23 -0.691 1.167 -6.348
H24 -1.403 -0.449 -6.393
H25 1.243 -0.231 -4.995
H26 1.297 0.004 -6.753
Se1 -0.003 -2.913 0.608
C26 1.664 -3.608 1.180
C27 1.882 -4.985 1.287
C28 3.120 -5.442 1.705
N1 4.144 -4.649 2.021
C29 3.933 -3.339 1.919
C30 2.737 -2.774 1.508
H27 1.090 -5.683 1.050
H28 3.312 -6.508 1.795
H29 4.777 -2.704 2.181
H30 2.633 -1.701 1.445
C31 -4.747 1.896 -2.857
As1 -3.353 2.434 -1.629
C32 -4.218 3.291 -0.123
C33 -2.360 3.831 -2.540
O2 -2.617 1.037 -1.129
H31 -5.373 2.740 -3.142
H32 -5.349 1.121 -2.386
H33 -4.259 1.482 -3.737
H34 -4.919 4.053 -0.459
H35 -3.461 3.745 0.514
H36 -4.740 2.521 0.442
H37 -3.069 4.379 -3.161
H38 -1.584 3.388 -3.154
H39 -1.911 4.494 -1.808